[1]
2 unconnected molecules or ions with the total composition C4H14N3. Source: the Open Molecules 2025 dataset; level of theory: ωB97M-V with the def2-TZVPD basis set.

```
21
Properties=species:S:1:pos:R:3
C -0.672 2.454 0.651
H -0.230 -3.478 -0.794
N -1.955 2.197 0.674
H 1.068 2.575 1.633
C -0.018 -0.876 0.189
H 0.077 0.202 0.030
H 0.909 -3.406 0.551
H -0.308 2.338 2.637
H 1.986 -1.447 -0.316
H -2.428 2.039 1.553
C 0.974 -1.659 -0.671
H 1.537 -3.696 -1.061
H 0.190 -1.065 1.245
H 1.008 -0.301 -2.218
N 0.064 2.583 1.730
H -0.211 2.676 -0.298
C 0.772 -3.160 -0.503
H -2.443 1.961 -0.177
N 0.965 -1.306 -2.091
H -1.047 -1.148 -0.053
H 0.098 -1.605 -2.529
```

Computed properties:
total charge	+1
LUMO energy	-4.1	eV
HOMO	-0.445	hartree
gap between HOMO and LUMO	8.01	eV

[2]
2 unconnected molecules or ions with the total composition C4H14N3 at a distorted geometry. Source: the Open Molecules 2025 dataset; level of theory: ωB97M-V with the def2-TZVPD basis set.

```
21
Properties=species:S:1:pos:R:3
H -2.327 1.581 -1.877
H 1.232 -1.363 -1.181
H 0.505 0.422 2.519
H 0.434 1.998 -1.390
H -1.057 -1.701 -1.439
H 1.369 -0.710 3.447
N -1.185 -0.809 -1.038
C 1.229 -0.427 2.430
C -1.659 2.268 -1.409
H 0.610 -2.618 2.210
C 0.674 -1.609 1.575
N 1.076 -0.358 -1.231
H 1.444 -1.989 0.858
H -2.249 2.700 -0.623
H -1.884 -0.576 -0.373
C -0.172 0.077 -1.085
H -0.303 -1.582 1.190
H -1.479 2.987 -2.339
N -0.379 1.475 -1.094
H 1.945 0.212 -1.217
H 2.179 0.022 2.065
```

Computed properties:
total charge	+1
LUMO energy	-3.1	eV
HOMO	-0.532	hartree
gap between HOMO and LUMO	11.39	eV

[3]
2 unconnected molecules or ions with the total composition C4H14N3. Source: the Open Molecules 2025 dataset; level of theory: ωB97M-V with the def2-TZVPD basis set.

```
21
Properties=species:S:1:pos:R:3
C -0.321 -2.259 0.261
H 1.156 1.146 -1.263
C 0.648 3.059 -2.059
H 0.884 2.501 0.677
H 0.773 2.757 -3.099
C 0.314 1.860 -1.190
H 0.112 -0.694 1.592
C -0.241 -1.715 1.479
H -0.782 -1.497 -1.620
H -0.159 3.789 -1.999
H 1.579 3.523 -1.738
N 0.029 2.266 0.186
N -0.043 -1.416 -0.919
H -0.168 -1.972 3.486
H -0.584 -3.280 0.035
H -0.575 1.370 -1.602
N -0.601 -2.317 2.643
H 0.851 -1.633 -1.367
H -0.460 1.567 0.732
H -0.007 -0.424 -0.648
H -0.716 -3.320 2.632
```

Computed properties:
total charge	+1
LUMO energy	-3.4	eV
HOMO	-0.473	hartree
gap between HOMO and LUMO	9.49	eV

[4]
2 unconnected molecules or ions with the total composition C4H14N3 at a distorted geometry. Source: the Open Molecules 2025 dataset; level of theory: ωB97M-V with the def2-TZVPD basis set.

```
21
Properties=species:S:1:pos:R:3
H 2.078 -2.239 -0.224
N -0.478 1.037 -1.289
H 3.101 -0.412 1.520
H 0.178 1.373 -0.605
H -0.830 1.721 1.759
C 2.134 -1.171 -0.400
N -1.442 -1.115 -1.324
H -2.118 -0.467 1.048
C -1.302 0.103 -0.752
H 1.364 -0.758 -1.032
H 3.125 -0.963 -0.799
H -0.136 1.064 -2.226
H -1.762 2.285 0.302
C -1.724 1.583 1.146
N -1.670 0.255 0.503
H 1.802 0.521 0.950
H -1.521 -1.214 -2.324
H 1.460 -1.017 1.703
H -1.798 -1.823 -0.701
C 2.145 -0.538 1.001
H -2.606 1.776 1.742
```

Computed properties:
total charge	+1
LUMO energy	-3.4	eV
HOMO	-0.550	hartree
gap between HOMO and LUMO	11.56	eV

[5]
2 unconnected molecules or ions with the total composition C4H14N3 at a distorted geometry. Source: the Open Molecules 2025 dataset; level of theory: ωB97M-V with the def2-TZVPD basis set.

```
21
Properties=species:S:1:pos:R:3
H -3.097 0.829 -0.423
H -0.710 0.546 -2.226
H -0.174 0.306 0.604
N -0.362 0.987 -1.355
C 2.268 -0.022 0.241
C -1.095 -1.275 -0.519
H -1.408 -1.827 0.391
H -2.100 1.825 0.726
H -0.242 -1.766 -1.029
H 1.984 0.424 -0.770
C -2.285 0.831 0.281
C -0.928 0.216 -0.182
H -1.919 -1.357 -1.256
H 2.150 -1.756 1.334
H -0.785 1.888 -1.377
H 2.575 1.790 1.040
H 2.509 0.486 2.192
N 2.045 -1.299 0.402
H 1.583 -1.770 -0.361
N 2.639 0.805 1.221
H -2.648 0.140 1.067
```

Computed properties:
total charge	+1
LUMO energy	-3.7	eV
HOMO	-0.486	hartree
gap between HOMO and LUMO	9.56	eV

[6]
2 unconnected molecules or ions with the total composition C4H14N3 at a distorted geometry. Source: the Open Molecules 2025 dataset; level of theory: ωB97M-V with the def2-TZVPD basis set.

```
21
Properties=species:S:1:pos:R:3
C 0.032 -0.151 2.493
H -1.544 2.224 -0.143
H -0.627 -0.491 1.664
C 1.513 -0.139 2.104
H -0.353 -2.039 -3.104
N -1.201 0.578 -1.394
H -0.269 0.808 2.884
H -0.008 1.378 0.179
H -0.178 -0.935 3.216
H 0.860 -1.848 -0.923
H 1.832 -0.972 1.466
N 0.713 -0.850 -1.100
H -1.810 -1.124 -3.062
H -1.515 1.002 -2.273
H 1.696 0.759 1.511
H 0.862 -0.337 -0.231
H 2.146 -0.125 2.974
C -0.709 1.667 -0.595
N -0.864 -1.248 -2.708
C -0.408 -0.543 -1.703
H -0.167 2.385 -1.254
```

Computed properties:
total charge	+2
LUMO energy (alpha / beta)	-9.0 / -14.7	eV
HOMO (alpha / beta)	-0.686 / -0.686	hartree
gap between HOMO and LUMO (alpha / beta)	9.62 / 3.95	eV
2S+1	2